A cluster of 11 separate species, C56H138F6N7O20 in total in a non-equilibrium geometry. Source: OMol25; level of theory: the ωB97M-V functional and the def2-TZVPD basis.

Atoms and positions in Å:
1 C -1.17 -6.74 0.69
2 O -1.50 -5.28 0.81
3 O 0.11 -6.82 1.30
4 C -2.30 -7.78 1.19
5 F -3.34 -7.82 0.36
6 F -1.79 -8.97 1.24
7 F -2.76 -7.52 2.45
8 C -2.63 -4.85 -0.02
9 C -2.25 -3.40 -0.53
10 H -1.46 -3.32 -1.28
11 H -3.16 -2.95 -0.93
12 H -2.08 -2.72 0.30
13 H -3.52 -4.84 0.61
14 H -2.99 -5.46 -0.85
15 H -0.99 -6.75 -0.38
16 C 0.25 2.16 -6.85
17 O 0.58 1.75 -5.53
18 O -1.13 1.82 -6.98
19 C 0.92 3.49 -7.24
20 F 2.26 3.37 -7.62
21 F 0.34 4.04 -8.31
22 F 0.86 4.33 -6.18
23 C 1.96 1.52 -5.19
24 C 2.04 1.02 -3.73
25 H 1.73 -0.02 -3.66
26 H 3.09 0.90 -3.45
27 H 1.50 1.68 -3.05
28 H 2.50 2.46 -5.26
29 H 2.48 0.87 -5.90
30 H 0.77 1.45 -7.50
31 C 3.79 1.15 4.41
32 C 2.95 0.00 3.87
33 C 1.80 0.66 3.18
34 O 3.72 -0.89 3.05
35 H 4.62 0.64 4.90
36 H 3.28 1.87 5.04
37 H 4.25 1.69 3.58
38 H 2.62 -0.52 4.77
39 H 0.90 0.06 3.01
40 H 2.04 1.16 2.24
41 H 1.33 1.45 3.76
42 C -1.31 0.13 1.57
43 C -1.16 0.97 0.28
44 C -1.16 0.09 -1.00
45 O -2.10 2.01 0.15
46 H -1.34 0.68 2.51
47 H -0.55 -0.64 1.67
48 H -2.29 -0.33 1.42
49 H -0.15 1.37 0.32
50 H -0.86 0.66 -1.88
51 H -2.14 -0.36 -1.20
52 H -0.40 -0.69 -0.97
53 C -0.71 -2.32 6.82
54 O -1.27 -3.19 5.80
55 C -1.18 -2.62 4.49
56 C -1.25 -3.71 3.37
57 N -0.20 -4.77 3.68
58 H -0.16 -5.40 2.89
59 H 0.73 -4.41 3.83
60 C -0.66 -5.78 4.74
61 C 0.18 -7.02 4.88
62 O 1.53 -6.83 5.32
63 C 2.26 -8.02 5.44
64 H -1.41 -1.51 7.01
65 H 0.26 -1.93 6.51
66 H -0.70 -2.86 7.77
67 H -0.24 -2.07 4.43
68 H -2.03 -1.98 4.23
69 H -0.94 -3.44 2.36
70 H -2.19 -4.24 3.21
71 H -1.71 -5.85 4.48
72 H -0.46 -5.39 5.74
73 H 0.09 -7.70 4.04
74 H -0.27 -7.55 5.72
75 H 2.13 -8.80 4.68
76 H 1.94 -8.53 6.34
77 H 3.31 -7.85 5.69
78 C 2.92 5.39 -0.13
79 O 1.94 5.30 0.92
80 C 1.46 4.00 1.06
81 C 0.28 4.21 2.09
82 N -1.02 4.71 1.55
83 H -1.30 4.08 0.81
84 H -1.74 4.49 2.22
85 C -1.06 6.22 1.12
86 C -0.95 7.20 2.34
87 O -1.77 6.77 3.45
88 C -3.14 6.93 3.20
89 H 2.49 5.29 -1.13
90 H 3.70 4.63 -0.20
91 H 3.38 6.38 -0.12
92 H 2.22 3.36 1.51
93 H 1.05 3.60 0.14
94 H 0.54 4.97 2.83
95 H 0.02 3.25 2.53
96 H -1.95 6.35 0.51
97 H -0.26 6.36 0.39
98 H -1.20 8.22 2.03
99 H 0.09 7.25 2.64
100 H -3.49 6.24 2.43
101 H -3.43 7.95 2.91
102 H -3.72 6.78 4.11
103 C 9.09 1.09 3.98
104 O 8.75 0.18 2.94
105 C 7.86 -0.88 3.37
106 C 7.13 -1.56 2.20
107 N 6.18 -0.61 1.39
108 H 5.96 -1.12 0.55
109 H 5.31 -0.59 1.90
110 C 6.57 0.79 1.11
111 C 5.62 1.38 0.04
112 O 4.31 1.40 0.60
113 C 3.30 1.43 -0.36
114 H 9.58 0.61 4.83
115 H 8.12 1.55 4.21
116 H 9.90 1.68 3.55
117 H 7.07 -0.41 3.97
118 H 8.53 -1.58 3.88
119 H 6.60 -2.35 2.72
120 H 7.75 -2.10 1.48
121 H 7.62 0.76 0.81
122 H 6.48 1.24 2.10
123 H 5.71 0.81 -0.88
124 H 5.91 2.35 -0.35
125 H 3.28 2.41 -0.82
126 H 2.30 1.32 0.06
127 H 3.48 0.69 -1.15
128 C 0.13 6.58 -2.41
129 O -0.23 5.37 -1.75
130 C 0.07 4.22 -2.56
131 C -1.10 3.67 -3.41
132 N -2.44 3.58 -2.64
133 H -2.41 3.16 -1.72
134 H -2.72 4.53 -2.43
135 C -3.65 2.88 -3.38
136 C -3.84 3.41 -4.78
137 O -3.85 4.82 -4.83
138 C -3.27 5.35 -6.03
139 H -0.01 7.51 -1.85
140 H -0.38 6.78 -3.35
141 H 1.22 6.64 -2.49
142 H 0.26 3.45 -1.82
143 H 1.05 4.36 -3.03
144 H -0.88 2.64 -3.71
145 H -1.33 4.21 -4.33
146 H -4.56 3.05 -2.81
147 H -3.35 1.83 -3.47
148 H -4.82 3.08 -5.11
149 H -3.29 2.87 -5.55
150 H -2.20 5.22 -6.20
151 H -3.40 6.43 -6.09
152 H -3.69 4.99 -6.96
153 C -3.41 -4.32 -4.21
154 O -2.59 -3.42 -4.94
155 C -3.12 -2.93 -6.15
156 C -2.21 -1.88 -6.69
157 N -1.82 -0.77 -5.71
158 H -1.41 0.01 -6.20
159 H -2.62 -0.26 -5.38
160 C -0.95 -1.12 -4.47
161 C 0.14 -2.09 -4.86
162 O 0.86 -1.65 -6.00
163 C 2.07 -2.24 -6.48
164 H -2.82 -4.67 -3.36
165 H -3.62 -5.15 -4.87
166 H -4.38 -3.87 -4.02
167 H -4.16 -2.62 -6.00
168 H -3.10 -3.74 -6.88
169 H -2.71 -1.36 -7.51
170 H -1.27 -2.20 -7.13
171 H -1.65 -1.51 -3.74
172 H -0.52 -0.18 -4.14
173 H -0.23 -3.09 -5.06
174 H 0.87 -2.31 -4.08
175 H 1.84 -3.20 -6.94
176 H 2.90 -2.19 -5.78
177 H 2.34 -1.53 -7.27
178 C 1.39 -4.89 -2.22
179 O 2.22 -4.18 -1.30
180 C 1.97 -2.81 -1.11
181 C 1.94 -2.30 0.34
182 N 3.12 -2.88 1.10
183 H 3.87 -2.73 0.45
184 H 3.39 -2.39 1.94
185 C 3.08 -4.42 1.42
186 C 3.41 -4.77 2.84
187 O 2.46 -4.22 3.66
188 C 2.90 -3.86 4.98
189 H 1.29 -4.44 -3.20
190 H 0.40 -5.00 -1.77
191 H 1.68 -5.93 -2.28
192 H 0.95 -2.63 -1.46
193 H 2.62 -2.25 -1.78
194 H 1.04 -2.63 0.85
195 H 2.01 -1.23 0.54
196 H 3.69 -4.87 0.63
197 H 2.06 -4.68 1.16
198 H 4.43 -4.47 3.06
199 H 3.51 -5.84 3.03
200 H 3.83 -3.29 5.01
201 H 3.02 -4.76 5.59
202 H 2.08 -3.35 5.48
203 C -7.68 4.20 3.41
204 O -7.28 3.93 2.05
205 C -6.06 4.62 1.80
206 C -5.14 3.75 0.86
207 N -4.45 2.67 1.69
208 H -3.75 2.26 1.09
209 H -3.97 3.18 2.42
210 C -5.31 1.49 2.20
211 C -5.51 0.41 1.18
212 O -5.94 0.88 -0.06
213 C -5.30 0.20 -1.14
214 H -7.00 3.78 4.15
215 H -8.66 3.80 3.67
216 H -7.70 5.26 3.65
217 H -5.52 4.89 2.70
218 H -6.48 5.48 1.28
219 H -4.43 4.50 0.49
220 H -5.67 3.22 0.07
221 H -6.22 1.82 2.69
222 H -4.60 1.18 2.97
223 H -6.22 -0.30 1.60
224 H -4.62 -0.23 1.17
225 H -5.49 0.63 -2.12
226 H -5.57 -0.86 -1.12
227 H -4.22 0.38 -1.07

Properties
Net charge: +3
LUMO in Ha: -0.22620
HOMO energy in eV: -12.125